P.
A molecular structure, C19H24ClN3O2. Source: the OMol25 dataset; level of theory: the ωB97M-V functional and the def2-TZVPD basis.

Structure (ORCA input):
```
! wB97M-V def2-TZVPD RIJCOSX def2/J DEFGRID3
* xyz 0 1
O 2.24113 -1.26046 -1.90465
C 1.81054 -0.48455 -1.16246
N 0.95279 0.56238 -1.42196
C 0.47007 1.46192 -0.56036
H 0.81338 2.34864 -1.02225
C -0.92708 1.32866 -0.56410
N -1.27055 1.57967 -1.89607
C -2.76234 1.88090 -2.23534
C -3.00239 2.33638 -3.50218
C -4.19961 3.02277 -3.88506
C -5.29659 3.15730 -2.68683
C -4.96899 2.60012 -1.48447
C -3.63894 2.07216 -1.43505
H -3.63049 1.85379 -0.18521
H -5.71124 2.73125 -0.86864
H -6.03357 3.69364 -3.05965
Cl -4.38147 3.61375 -5.56207
H -2.14652 2.42568 -4.27508
C -1.01068 0.49786 -2.81188
H -1.08084 -0.42822 -2.37778
C 0.67106 0.56627 -2.74958
H 1.00379 1.74488 -2.90139
H 1.10206 -0.04533 -3.24918
H -1.14181 0.75322 -3.68323
H -1.52808 0.10726 -0.12271
H -1.55427 2.11914 0.02484
H 0.94746 1.34021 0.39915
C 2.18964 -0.71931 0.47397
C 1.39121 -1.45023 1.21362
N 1.70711 -1.76648 2.48303
C 2.86232 -1.99709 2.96812
O 3.26759 -2.43738 3.99695
C 4.01939 -1.52623 1.95289
C 3.74325 -1.51979 0.39671
H 3.56105 -2.50035 0.04247
H 4.26075 -0.95216 0.01216
H 4.80331 -2.40086 2.00934
H 4.49664 -0.34828 2.37918
C 0.55885 -2.25086 3.39367
C 0.63971 -3.40957 4.46364
C 0.59954 -1.86645 4.78156
H -0.27878 -1.57246 5.48759
H 1.52468 -1.67882 5.34768
H 1.71372 -3.94255 4.32372
H -0.23909 -4.19443 4.39645
H -0.41700 -2.04304 2.67676
H 0.38945 -0.85864 1.09213
H 1.11243 -2.33358 0.41445
H 2.36740 0.18924 0.87709
*
```

The calculation puts the LUMO energy at 0.50 eV. For the HOMO energy, the calculation gives -8.96 eV. The calculation puts the HOMO-LUMO gap at 9.5 eV.


Q.
A single C19H24ClN3O2 molecule. Source: the OMol25 dataset; level of theory: the ωB97M-V functional and the def2-TZVPD basis.

Structure (ORCA input):
```
! wB97M-V def2-TZVPD RIJCOSX def2/J DEFGRID3
* xyz 0 1
O -0.10647 2.39036 -0.44730
C -0.46839 1.31061 -0.87496
C -0.90613 1.12830 -2.32988
C 0.16312 0.34072 -3.11738
C 0.56671 1.07519 -4.39655
C 1.03985 2.47537 -4.03824
O 2.12619 2.91108 -4.35816
N 0.11955 3.15545 -3.31982
C 0.38814 4.44529 -2.76099
C 0.96962 5.51950 -3.62398
C -0.46392 5.60238 -3.20146
C -1.12405 2.51380 -2.96549
N -0.50620 0.21893 -0.07472
C -0.88452 -1.13145 -0.41394
C 0.31202 -2.08151 -0.20847
N 0.78944 -2.00105 1.15391
C 0.26592 -2.84425 2.12190
C 0.09284 -4.20719 1.84414
C -0.37332 -5.07740 2.80650
C -0.67620 -4.63722 4.08470
C -0.49287 -3.29611 4.36691
Cl -0.85829 -2.69988 5.95174
C -0.03663 -2.40351 3.41438
C 1.15979 -0.63879 1.47277
C -0.01960 0.32395 1.28944
H -1.86869 0.60839 -2.34807
H 1.05829 0.22391 -2.50186
H -0.19716 -0.65792 -3.37379
H 1.38275 0.55179 -4.89481
H -0.27810 1.13566 -5.08575
H 0.68146 4.39766 -1.71734
H 1.18784 5.27268 -4.64987
H 1.68640 6.18874 -3.17524
H -0.75014 6.33479 -2.46246
H -1.22077 5.41552 -3.94846
H -1.75495 2.39821 -3.85642
H -1.64270 3.15984 -2.25568
H -1.23877 -1.19850 -1.43877
H -1.69421 -1.44473 0.25931
H 0.00538 -3.09634 -0.45169
H 1.12717 -1.79062 -0.87916
H 0.35143 -4.59738 0.87246
H -0.49432 -6.12210 2.56281
H -1.03820 -5.31500 4.83974
H 0.06928 -1.36946 3.69640
H 1.55841 -0.58451 2.48417
H 1.95795 -0.34835 0.78040
H 0.28697 1.35681 1.45779
H -0.83230 0.06581 1.97711
*
```

The calculation puts the LUMO energy at 0.49 eV. Its SMILES is O=C([C@@H]1CCC(=O)N(C2CC2)C1)N1CCN(c2cccc(Cl)c2)CC1. For the HOMO energy, the calculation gives -8.08 eV. The calculation puts the HOMO-LUMO gap at 8.6 eV.


Stability check: which of them is most stable? Q.